(1)
Below is C33H53N2OP2PtS as an isolated structure at a distorted geometry, with properties calculated with wB97M-V/def2-TZVPD.

Structure (XYZ):
```
93
Properties=species:S:1:pos:R:3:mulliken_charge:R:1
C 0.1202 3.2861 0.8304 0.506
C -1.5130 2.8363 -0.8345 0.471
C -0.1047 4.6592 0.7205 -0.773
C -1.8604 4.2192 -0.8636 -1.036
C -1.1478 5.1167 -0.0936 -0.950
H 0.5326 5.3317 1.2939 0.624
H -2.6786 4.5104 -1.5162 0.589
H -1.3916 6.1766 -0.1033 0.518
N -0.6185 2.4240 0.1258 0.735
P 0.8413 0.9881 2.1866 -1.625
P -1.2779 0.2528 -1.9520 0.627
C 1.2575 2.7230 1.6634 -1.760
H 2.1664 2.6971 1.0427 0.535
H 1.4823 3.3767 2.5157 0.980
C -1.9509 1.8854 -1.7660 -1.636
H -2.7620 2.2123 -2.4276 0.748
C -0.4778 0.5755 -3.7188 1.732
C -2.6279 -1.0775 -2.2446 2.330
C 2.5065 0.1937 2.5506 2.508
C -0.1641 1.3281 3.7682 2.250
C 0.7236 -0.3648 -3.8369 -1.589
H 0.4402 -1.4188 -3.7392 0.245
H 1.1834 -0.2267 -4.8273 0.545
H 1.4810 -0.1438 -3.0802 0.146
C -1.4331 0.3724 -4.9087 -1.964
H -1.8536 -0.6279 -5.0198 0.405
H -2.2520 1.1007 -4.8875 0.405
H -0.8589 0.5710 -5.8284 0.509
C -0.0331 2.0342 -3.8996 -1.187
H 0.6073 2.1027 -4.7925 0.608
H -0.8974 2.6862 -4.0657 0.424
H 0.5365 2.4307 -3.0598 -0.437
C -2.0017 -2.2571 -3.0189 -1.518
H -1.1955 -2.7215 -2.4293 -0.034
H -2.7806 -3.0156 -3.1870 0.524
H -1.5908 -1.9899 -3.9959 0.205
C -3.1934 -1.6610 -0.9440 -1.791
H -2.4671 -2.2728 -0.4043 0.219
H -3.5823 -0.8804 -0.2809 0.432
H -4.0347 -2.3161 -1.2193 0.623
C -3.8190 -0.4199 -2.9524 -1.767
H -3.6054 -0.0740 -3.9657 0.260
H -4.6222 -1.1682 -3.0221 0.540
H -4.1920 0.4265 -2.3615 0.389
C -0.1965 0.0603 4.6352 -1.586
H -0.8807 0.2383 5.4780 0.549
H -0.5656 -0.8146 4.0875 0.173
H 0.7819 -0.1762 5.0709 0.338
C -1.5985 1.7124 3.3620 -1.412
H -1.6189 2.6556 2.8020 0.305
H -2.0870 0.9372 2.7603 0.268
H -2.1923 1.8626 4.2767 0.538
C 0.3900 2.4971 4.6039 -1.789
H -0.1770 2.5309 5.5472 0.528
H 1.4482 2.3871 4.8631 0.309
H 0.2485 3.4655 4.1082 0.397
C 3.4409 0.3380 1.3386 -2.069
H 3.6835 1.3848 1.1191 0.373
H 4.3878 -0.1783 1.5649 0.623
H 3.0167 -0.1217 0.4384 0.207
C 2.3450 -1.3093 2.8370 -1.701
H 1.8962 -1.8511 1.9929 0.218
H 3.3485 -1.7304 3.0078 0.583
H 1.7510 -1.5123 3.7353 0.317
C 3.1532 0.8934 3.7531 -1.854
H 3.2486 1.9757 3.5976 0.327
H 2.6217 0.7086 4.6939 0.368
H 4.1707 0.4930 3.8743 0.525
Pt -0.3011 0.2693 0.2549 0.852
C -0.9571 -1.1448 1.2140 0.978
O -1.3540 -1.9947 1.9119 -0.556
N 1.1905 0.9576 -0.9482 -0.104
C 1.8843 1.7588 -1.4691 0.716
C 3.0882 2.2002 -2.0842 0.220
C 4.1760 1.3087 -2.1632 -0.021
C 3.1659 3.4722 -2.6841 -0.075
C 5.3452 1.6962 -2.8131 -0.928
H 4.0636 0.3045 -1.7460 0.415
C 4.3298 3.8360 -3.3584 -0.974
H 2.2946 4.1307 -2.6328 0.489
C 5.4231 2.9607 -3.4081 -0.420
H 6.1785 0.9965 -2.8706 0.438
H 4.3776 4.8017 -3.8608 0.439
H 6.3349 3.2567 -3.9315 0.441
C 1.3440 -4.7870 -1.1343 -1.226
S 0.5431 -3.5373 -0.1050 0.695
C 0.1812 -4.5937 1.3093 -1.013
H 1.7485 -4.2827 -2.0180 0.387
H 0.6157 -5.5439 -1.4458 0.420
H 2.1622 -5.2482 -0.5722 0.531
H -0.8542 -4.9489 1.2305 0.399
H 0.8732 -5.4433 1.3123 0.501
H 0.3018 -4.0214 2.2347 0.293
```

Values from the calculation:
Charge   +3
Expectation value of S²   6.05
Molecular weight   782.9 g/mol
Multiplicity   5
Largest force on an atom   0.1372 hartree/bohr
HOMO (spin up / spin down)   -13.74 / -16.75 eV

---

(2)
Below is C12H18Ag2F2NO9 as an isolated structure at a distorted geometry, with properties calculated with wB97M-V/def2-TZVPD.

Structure (XYZ):
```
44
Properties=species:S:1:pos:R:3:mulliken_charge:R:1
Ag 2.6495 0.7527 -0.5713 1.068
Ag 2.4596 -2.2983 1.1082 0.811
F 3.7326 -0.3175 1.0799 -0.630
F 1.1536 -0.7646 -0.0134 -0.197
N 3.4765 -2.2196 -1.9894 1.062
O 3.7226 -2.7189 -3.0355 -0.466
O 3.1934 -2.9025 -0.9710 -0.466
O 3.4812 -0.9759 -1.8141 -0.415
O 1.4005 0.8633 -2.4182 -0.525
C 0.4624 0.4801 -3.0917 0.365
O -0.1735 1.3139 -3.8932 -0.321
C -1.2352 0.6064 -4.6078 -0.450
C -0.8094 -0.8536 -4.5548 -0.654
C -0.1660 -0.8937 -3.1607 0.119
H -1.2762 0.9756 -5.6302 0.361
H -2.2045 0.8147 -4.1554 0.247
H -0.0958 -1.0557 -5.3497 0.325
H -1.6528 -1.5379 -4.6141 0.342
H 0.5714 -1.6755 -3.0183 0.308
H -0.9110 -0.8651 -2.3563 -0.080
O -2.2097 -2.2535 -0.1998 -0.579
C -2.2672 -1.1082 0.1284 0.303
O -2.5801 -0.1075 -0.7622 -0.368
C -2.6904 1.1629 -0.0982 -0.428
C -2.7355 0.8502 1.3920 -0.606
C -1.9378 -0.4456 1.4478 0.524
H -3.5481 1.7056 -0.4984 0.372
H -1.8524 1.8337 -0.3383 0.204
H -3.7557 0.7022 1.7574 0.301
H -2.3866 1.6464 2.0529 0.343
H -2.1446 -1.0442 2.3312 0.487
H -0.8517 -0.3239 1.3821 -0.642
O 1.6423 -1.5462 3.0026 -0.647
C 1.2563 -0.4521 3.3491 0.703
O 0.4518 -0.3767 4.3902 -0.349
C 0.0292 0.9812 4.6159 -0.293
C 1.0702 1.8432 3.9043 -0.603
C 1.5331 0.9108 2.7779 0.112
H 0.0024 1.1712 5.6849 0.367
H -0.9727 1.1436 4.2182 0.133
H 1.8964 2.1235 4.5500 0.287
H 0.6198 2.7491 3.5020 0.320
H 2.6074 1.0379 2.6487 0.353
H 1.0447 1.0688 1.8186 -0.099
```

Values from the calculation:
Energy relative to the best compared isomer or geometry (same formula, charge and spin)   0.000 eV
Charge   +1
Expectation value of S²   2.01
Molecular weight   574.0 g/mol
Multiplicity   3
Largest force on an atom   0.0578 hartree/bohr
HOMO (spin up / spin down)   -13.02 / -13.02 eV

---

> Which value of largest force on an atom does entry 2 give?

0.0578 hartree/bohr